1.
{
  "formula": "C39H59F3N2O3P2PbSSi",
  "method": "ωB97M-V with the def2-TZVPD basis set",
  "mol_weight_g_mol": 990.2,
  "spin_multiplicity": 1,
  "total_charge": 0,
  "gap_ev": 7.441,
  "elements": ["Pb", "C", "P", "C", "N", "C", "C", "C", "C", "C", "C", "N", "C", "P", "C", "C", "C", "C", "C", "C", "C", "C", "C", "H", "H", "H", "H", "H", "H", "H", "H", "H", "H", "H", "H", "H", "H", "H", "H", "H", "H", "H", "H", "H", "H", "H", "H", "H", "H", "H", "H", "C", "C", "C", "C", "O", "Si", "S", "O", "C", "C", "C", "C", "O", "C", "C", "C", "C", "H", "H", "H", "H", "H", "H", "H", "H", "H", "H", "H", "H", "H", "H", "H", "H", "H", "H", "H", "H", "H", "H", "H", "H", "H", "H", "H", "F", "C", "F", "F", "C", "C", "C", "C", "C", "C", "C", "C", "H", "H", "H", "H"],
  "positions_angstrom": [[-0.87766, -0.04602, -1.61477], [-4.71419, -0.43925, -0.99980], [-3.29576, 0.00093, 0.07732], [-3.53388, -1.31101, 1.39928], [-4.12899, -0.97193, 2.51195], [-4.35296, -1.91867, 3.45819], [-4.99523, -1.56442, 4.66896], [-5.20981, -2.51703, 5.62189], [-4.79788, -3.85681, 5.41104], [-4.19135, -4.22227, 4.24509], [-3.96210, -3.25110, 3.24233], [-3.35755, -3.60655, 2.08069], [-3.11684, -2.68350, 1.18125], [-2.24701, -3.16575, -0.38508], [-3.44790, -4.42495, -0.99251], [-0.77210, -4.22358, 0.13723], [-1.11409, -5.65935, 0.53949], [0.12733, -4.23763, -1.10753], [-0.02563, -3.52688, 1.27942], [-3.78336, 1.67972, 0.77877], [-3.89570, 2.60628, -0.43866], [-5.10698, 1.78496, 1.54354], [-2.60672, 2.11055, 1.66705], [-5.64514, -0.45996, -0.43404], [-4.53450, -1.42094, -1.43907], [-4.78761, 0.28722, -1.80969], [-5.30696, -0.53602, 4.80906], [-5.69916, -2.25148, 6.55126], [-4.96734, -4.59311, 6.18756], [-3.86777, -5.24073, 4.05933], [-3.76169, -5.09926, -0.19695], [-2.97646, -4.99445, -1.79355], [-4.32177, -3.92393, -1.41027], [-1.50819, -6.23840, -0.29915], [-1.83302, -5.68310, 1.35507], [-0.19617, -6.15476, 0.87815], [-0.40325, -4.61480, -1.98919], [0.99056, -4.89107, -0.93290], [0.50347, -3.23418, -1.33398], [-0.59050, -3.56574, 2.21195], [0.19602, -2.48214, 1.04327], [0.92557, -4.04765, 1.44542], [-4.80352, 2.39706, -1.01156], [-3.03556, 2.53909, -1.10113], [-3.95977, 3.64080, -0.08370], [-5.94815, 1.40168, 0.95692], [-5.29471, 2.84839, 1.73107], [-5.08057, 1.26501, 2.48977], [-1.67845, 2.18467, 1.09241], [-2.44226, 1.39927, 2.48274], [-2.81669, 3.09001, 2.10897], [4.14154, -0.96475, -2.85688], [2.72052, -0.47389, -3.13290], [2.00355, -1.44396, -4.05937], [2.74859, 0.92645, -3.73516], [1.92651, -0.40651, -1.92459], [2.32472, -0.39041, -0.31800], [0.48438, 0.03091, 0.61118], [3.51704, 0.66993, -0.00046], [3.67155, 1.97460, 0.59143], [5.15824, 2.28663, 0.50704], [3.22537, 1.95816, 2.04915], [2.86854, 2.99151, -0.20680], [2.89708, -1.89255, -0.00045], [3.66705, -2.48127, 1.06527], [2.90392, -2.34824, 2.38044], [5.04904, -1.83856, 1.18877], [3.81660, -3.94427, 0.68008], [4.69353, -1.03179, -3.79577], [4.11571, -1.95083, -2.38914], [4.66731, -0.27601, -2.18770], [2.49188, -1.46826, -5.03646], [0.96066, -1.13873, -4.19521], [2.01628, -2.45034, -3.63324], [3.22830, 0.91740, -4.71750], [3.30365, 1.60186, -3.07567], [1.73103, 1.31533, -3.83566], [5.73662, 1.55731, 1.08128], [5.35692, 3.28627, 0.90528], [5.49000, 2.25067, -0.53427], [3.78137, 1.19670, 2.60567], [2.15960, 1.73646, 2.12152], [3.41605, 2.93160, 2.50912], [3.24826, 3.04540, -1.23207], [2.95522, 3.98396, 0.24661], [1.81049, 2.71056, -0.23666], [2.58563, -1.31145, 2.52822], [3.53924, -2.64031, 3.22018], [2.00978, -2.97576, 2.37794], [4.98020, -0.84253, 1.62807], [5.51047, -1.74224, 0.20277], [5.68910, -2.45842, 1.82147], [2.83098, -4.37680, 0.48669], [4.30061, -4.50483, 1.48391], [4.42052, -4.03484, -0.22583], [0.25673, 9.46603, -3.82914], [1.00495, 8.88950, -2.86257], [2.29651, 9.04537, -3.20939], [0.79430, 9.59745, -1.73299], [0.64540, 7.44814, -2.67844], [-0.53169, 7.12765, -2.01624], [-0.88639, 5.80189, -1.84272], [-0.07042, 4.77807, -2.33341], [1.09908, 5.11818, -3.01762], [1.45877, 6.44633, -3.18537], [-0.41308, 3.39668, -2.12132], [-0.68803, 2.22687, -1.93234], [-1.16542, 7.92017, -1.63536], [-1.79915, 5.54475, -1.31865], [1.72188, 4.32653, -3.41648], [2.37285, 6.70500, -3.70320]],
  "forces_ev_per_angstrom": [[0.3, -0.2, -0.3], [0.1, 0.0, 0.0], [-0.4, 0.1, 0.3], [0.1, -0.1, 0.1], [0.0, 0.2, -0.2], [0.0, 0.0, 0.0], [0.0, 0.0, 0.0], [0.0, 0.0, 0.0], [0.0, 0.0, 0.0], [0.0, -0.1, 0.0], [0.0, 0.0, 0.0], [0.2, 0.1, -0.2], [0.0, 0.0, 0.1], [0.1, 0.0, -0.1], [0.1, 0.1, 0.1], [-0.1, 0.1, 0.1], [0.1, 0.0, -0.1], [0.0, 0.0, 0.0], [-0.1, -0.2, -0.2], [0.1, -0.2, 0.1], [0.0, 0.0, 0.0], [0.0, 0.0, -0.2], [0.0, 0.0, 0.0], [0.0, 0.0, 0.0], [0.0, 0.0, 0.0], [0.0, 0.0, 0.0], [0.1, 0.0, 0.0], [0.0, 0.0, 0.0], [0.0, 0.0, 0.0], [0.0, 0.1, 0.0], [0.0, 0.0, 0.0], [0.0, 0.0, 0.0], [0.0, 0.0, 0.0], [0.0, 0.0, 0.0], [-0.1, 0.0, 0.1], [-0.1, 0.0, 0.0], [0.0, 0.0, 0.0], [-0.1, 0.1, 0.0], [0.0, -0.1, 0.0], [0.0, 0.0, 0.0], [0.0, -0.2, 0.0], [-0.3, 0.0, -0.1], [0.1, 0.1, 0.0], [0.1, 0.0, -0.1], [0.0, -0.1, 0.0], [0.1, 0.0, 0.1], [0.0, -0.1, 0.0], [0.0, -0.1, 0.1], [-0.1, 0.0, 0.0], [0.0, 0.1, 0.0], [0.0, 0.0, 0.0], [-0.1, 0.0, 0.2], [0.1, 0.1, 0.0], [-0.1, 0.0, 0.0], [0.0, 0.1, 0.1], [0.2, 0.0, -0.1], [-0.2, 0.0, 0.0], [0.1, 0.1, 0.2], [0.1, 0.1, 0.2], [-0.1, 0.0, -0.1], [0.1, 0.0, 0.0], [0.0, -0.2, 0.0], [-0.1, 0.0, -0.1], [0.2, 0.0, 0.0], [-0.1, 0.1, 0.0], [-0.1, 0.0, 0.1], [-0.1, 0.2, -0.2], [0.0, -0.1, 0.0], [0.0, 0.0, 0.0], [0.0, 0.0, 0.0], [-0.1, -0.1, -0.1], [0.0, 0.0, 0.0], [0.1, 0.0, 0.0], [0.0, 0.0, 0.0], [0.0, 0.0, 0.1], [-0.1, -0.1, -0.1], [0.1, 0.0, 0.0], [0.0, 0.1, 0.0], [0.0, -0.1, 0.0], [0.0, 0.0, 0.1], [0.0, 0.1, 0.0], [0.0, 0.0, 0.0], [0.0, -0.1, 0.0], [-0.1, 0.0, 0.1], [0.0, -0.1, -0.1], [0.1, 0.0, 0.0], [0.1, -0.1, 0.0], [0.0, 0.0, 0.0], [0.4, 0.3, 0.1], [0.0, 0.0, 0.0], [0.0, 0.0, 0.1], [0.0, 0.0, 0.0], [0.2, 0.0, 0.0], [0.0, 0.0, -0.1], [0.0, 0.0, 0.0], [0.1, 0.1, 0.1], [0.0, -0.1, 0.0], [-0.2, 0.2, 0.0], [0.1, 0.0, -0.2], [0.0, -0.1, 0.0], [-0.1, 0.0, 0.0], [-0.1, 0.0, 0.0], [0.0, -0.1, 0.0], [0.0, 0.0, 0.0], [0.0, -0.1, 0.0], [0.0, 0.1, -0.1], [0.0, 0.2, 0.2], [0.0, -0.1, 0.0], [0.1, 0.0, 0.0], [0.0, 0.0, 0.1], [0.0, 0.0, 0.0]]
}

***

2.
{
  "formula": "C18H20N2O4S2",
  "method": "ωB97M-V with the def2-TZVPD basis set",
  "smiles": "CON(C)S(=O)(=O)c1cccc(C(=O)N[C@H]2CCSc3ccccc32)c1",
  "de_lowest_ev": 1.4327,
  "mol_weight_g_mol": 392.5,
  "spin_multiplicity": 1,
  "total_charge": 0,
  "gap_ev": 9.278,
  "elements": ["C", "O", "N", "C", "S", "O", "O", "C", "C", "C", "C", "C", "C", "O", "N", "C", "C", "C", "S", "C", "C", "C", "C", "C", "C", "C", "H", "H", "H", "H", "H", "H", "H", "H", "H", "H", "H", "H", "H", "H", "H", "H", "H", "H", "H", "H"],
  "positions_angstrom": [[-3.07779, -2.20493, 4.30800], [-2.31596, -1.57186, 3.29321], [-1.88801, -2.51085, 2.32103], [-2.10990, -2.03391, 0.98155], [-0.27400, -2.89490, 2.70176], [0.22376, -3.69269, 1.62004], [-0.28627, -3.44661, 4.02136], [0.55241, -1.30647, 2.71100], [0.63156, -0.56993, 3.87553], [1.21982, 0.68477, 3.83243], [1.68934, 1.18610, 2.63057], [1.58412, 0.44513, 1.45575], [2.09710, 1.05428, 0.18716], [2.97406, 1.89543, 0.17443], [1.49180, 0.59521, -0.92726], [1.80560, 1.07634, -2.26053], [2.20461, -0.11570, -3.15306], [1.02051, -0.82452, -3.80619], [-0.55197, -0.62596, -2.89069], [-0.57310, 1.14498, -3.03268], [-1.72447, 1.81445, -3.41114], [-1.69142, 3.18912, -3.56394], [-0.51140, 3.88304, -3.35194], [0.63314, 3.20767, -2.96221], [0.61388, 1.83269, -2.78904], [1.01999, -0.82602, 1.50582], [-3.35466, -1.40105, 4.98715], [-2.47499, -2.95317, 4.82599], [-3.97330, -2.67151, 3.89041], [-1.58266, -2.72068, 0.32452], [-3.17749, -2.06136, 0.76561], [-1.73851, -1.01351, 0.83882], [0.24916, -0.99458, 4.78945], [1.30839, 1.27146, 4.73385], [2.15014, 2.16122, 2.57675], [0.71449, -0.04601, -0.86473], [2.65936, 1.75050, -2.14001], [2.87033, 0.23930, -3.94134], [2.76480, -0.81496, -2.52972], [0.82664, -0.42955, -4.80393], [1.18575, -1.89771, -3.87706], [-2.63163, 1.25590, -3.58320], [-2.58658, 3.71642, -3.85702], [-0.48412, 4.95429, -3.48078], [1.54823, 3.74903, -2.77356], [0.96926, -1.47888, 0.64784]],
  "forces_ev_per_angstrom": [[-0.1, -0.3, 0.1], [0.2, 0.3, -0.6], [0.5, -0.5, 1.0], [-0.1, 0.3, -0.3], [0.0, 0.0, 0.0], [-0.1, 0.3, -0.2], [0.0, 0.4, 0.1], [-0.4, -0.7, 0.0], [0.0, 0.0, 0.1], [0.0, -0.1, 0.0], [0.0, 0.0, -0.2], [0.0, -0.1, 0.3], [-0.1, -0.1, -0.1], [0.2, 0.3, 0.1], [-0.1, -0.2, 0.0], [0.3, 0.0, 0.0], [0.0, 0.1, 0.0], [-0.3, 0.0, 0.0], [0.0, 0.0, -0.2], [0.0, -0.3, 0.0], [0.0, 0.0, 0.0], [0.0, 0.1, 0.0], [0.0, 0.1, 0.0], [0.0, -0.1, 0.0], [0.0, 0.2, 0.0], [0.2, 0.2, -0.1], [0.0, 0.0, 0.0], [-0.1, 0.1, 0.0], [0.0, 0.0, 0.0], [-0.1, 0.0, -0.1], [0.0, 0.0, 0.0], [0.0, 0.0, 0.0], [0.0, 0.0, 0.1], [0.0, 0.0, 0.1], [0.0, 0.1, 0.0], [0.1, 0.1, 0.1], [-0.2, -0.1, 0.0], [0.0, 0.0, 0.0], [0.0, 0.1, 0.0], [0.0, -0.1, 0.0], [0.0, 0.0, -0.1], [-0.1, 0.0, -0.1], [-0.1, 0.1, 0.0], [0.0, 0.1, 0.0], [0.1, 0.1, 0.0], [0.0, 0.0, -0.2]]
}

***

3.
{
  "formula": "C17H30N2O5S",
  "method": "ωB97M-V with the def2-TZVPD basis set",
  "de_lowest_ev": 4.8580,
  "mol_weight_g_mol": 374.5,
  "spin_multiplicity": 1,
  "total_charge": 0,
  "gap_ev": 8.622,
  "elements": ["O", "C", "O", "S", "C", "C", "O", "C", "C", "C", "C", "C", "C", "H", "H", "H", "H", "H", "H", "H", "H", "C", "C", "C", "O", "C", "N", "H", "H", "H", "H", "H", "H", "H", "H", "H", "H", "H", "C", "C", "C", "O", "C", "N", "H", "H", "H", "H", "H", "H", "H", "H", "H", "H", "H"],
  "positions_angstrom": [[1.76647, -0.79797, 4.09152], [2.41832, -0.55415, 3.08827], [2.41690, 0.58221, 2.49065], [3.44305, -1.97746, 2.40952], [2.45868, -3.04264, 1.27099], [1.02487, -3.41280, 1.80372], [0.83067, -4.57618, 2.11930], [-0.16406, -2.44117, 1.92441], [-1.19662, -2.78492, 2.94648], [-2.39273, -1.96661, 3.12868], [-2.61622, -0.75548, 2.27782], [-1.59058, -0.37859, 1.27371], [-0.38925, -1.24138, 1.11079], [4.43521, -1.43387, 1.60735], [2.37718, -2.60361, 0.23798], [3.03388, -4.01135, 1.17734], [-1.07386, -3.70396, 3.58137], [-3.15911, -2.22877, 3.90609], [-3.55693, -0.16687, 2.43186], [-1.74469, 0.52896, 0.63468], [0.35992, -0.96080, 0.32599], [-4.64190, 2.26771, 0.79789], [-4.32914, 2.18735, -0.69325], [-5.57055, 2.33544, -1.59287], [-6.38957, 1.17622, -1.65812], [-7.28980, 1.02666, -0.57404], [-3.61325, 0.93328, -0.96204], [-5.09796, 1.35298, 1.17946], [-3.72425, 2.42700, 1.36924], [-5.31497, 3.10104, 1.01300], [-3.65733, 3.01991, -0.92715], [-5.22566, 2.50660, -2.61682], [-6.16673, 3.21306, -1.31266], [-7.66197, 1.98932, -0.21165], [-6.81710, 0.47082, 0.23876], [-8.13915, 0.43745, -0.92265], [-3.31938, 0.92786, -1.93679], [-4.29610, 0.17790, -0.91371], [3.48412, 0.94546, -1.49817], [4.69493, 0.20482, -0.94251], [6.03885, 0.71144, -1.49735], [6.32791, 0.27831, -2.81939], [5.70778, 1.04151, -3.84060], [4.52256, -1.23718, -1.18101], [3.24108, 0.64379, -2.51828], [2.60239, 0.73972, -0.88701], [3.64799, 2.02515, -1.49020], [4.70554, 0.37364, 0.14046], [6.83797, 0.29854, -0.87412], [6.11700, 1.80285, -1.42342], [5.62719, 2.09892, -3.57324], [4.72303, 0.63237, -4.07618], [6.32026, 0.95856, -4.73950], [5.28298, -1.73697, -0.72261], [4.69216, -1.40405, -2.17202]],
  "forces_ev_per_angstrom": [[1.4, -2.2, -0.6], [-3.5, 6.9, 0.4], [1.7, -3.9, 0.0], [1.1, -1.2, -0.3], [-0.3, -0.3, -1.1], [-1.1, -0.5, 0.6], [0.7, 1.1, -0.4], [-2.0, 1.5, 0.5], [-0.5, 1.3, -1.0], [1.5, 1.0, -1.9], [2.5, -1.7, -0.2], [-0.1, -2.2, 1.7], [-1.1, -0.2, 1.2], [-1.2, -0.2, 0.1], [0.2, 0.0, 1.1], [-0.7, 1.1, 0.3], [0.0, 1.1, -0.8], [1.0, 0.2, -0.9], [1.2, -0.5, -0.3], [0.2, -1.2, 0.7], [-0.8, -0.2, 0.9], [0.1, 0.2, 0.2], [-0.3, -0.3, 0.1], [0.2, 0.0, -0.2], [0.0, 0.4, 0.1], [0.0, -0.3, -0.1], [-0.1, 0.2, -0.3], [0.0, 0.0, -0.1], [0.0, 0.0, -0.1], [0.0, 0.0, 0.0], [-0.1, 0.0, -0.1], [0.0, -0.1, 0.0], [0.0, 0.0, 0.1], [0.1, 0.0, 0.0], [-0.1, 0.1, 0.2], [0.0, 0.0, -0.1], [0.1, 0.0, 0.1], [0.1, 0.0, 0.1], [-0.2, 0.1, 0.1], [-0.1, 0.1, -0.4], [0.1, -0.2, 0.2], [-0.1, 0.3, 0.2], [0.1, -0.3, -0.2], [0.2, -0.1, 0.2], [0.1, 0.0, 0.0], [0.1, 0.0, 0.0], [0.0, 0.0, 0.0], [0.1, 0.0, 0.0], [0.0, 0.0, -0.1], [-0.1, 0.0, -0.1], [-0.1, 0.0, 0.1], [-0.1, 0.2, 0.0], [0.1, 0.0, 0.1], [0.0, 0.0, -0.1], [-0.1, 0.0, 0.1]]
}

***

4.
{
  "formula": "CH22O10",
  "method": "ωB97M-V with the def2-TZVPD basis set",
  "de_lowest_ev": 6.8427,
  "mol_weight_g_mol": 194.2,
  "spin_multiplicity": 1,
  "total_charge": 0,
  "gap_ev": 3.642,
  "elements": ["O", "H", "H", "H", "C", "O", "H", "H", "H", "O", "H", "H", "O", "H", "H", "O", "H", "H", "O", "H", "H", "O", "H", "H", "O", "H", "H", "O", "H", "H", "O", "H", "H"],
  "positions_angstrom": [[2.34865, -4.70052, -1.41446], [1.66318, -5.32399, -1.66550], [1.97201, -3.88388, -1.07853], [2.97507, -5.10295, -0.80845], [0.21124, -0.03167, 0.49817], [0.52895, -0.96919, -0.46426], [0.44150, 1.00582, 0.25588], [-0.84280, -0.11328, 0.76355], [0.79683, -0.18953, 1.40387], [-1.91541, 1.85903, -3.91580], [-1.13901, 1.35149, -3.67950], [-2.43864, 1.26214, -4.45078], [3.94036, -2.24772, 3.11502], [4.47597, -2.88532, 2.64297], [3.43328, -1.80811, 2.43249], [0.75325, 5.17391, 2.53821], [1.63175, 4.79896, 2.60044], [0.80711, 5.99418, 3.02865], [-2.93597, 1.20754, 3.92996], [-2.43193, 1.20421, 3.11621], [-2.29808, 1.43492, 4.60644], [-2.43855, -2.81874, 4.11662], [-2.85308, -3.64049, 3.85369], [-2.94257, -2.14089, 3.66640], [-0.65906, 4.96930, -1.80902], [-1.06147, 4.37821, -2.44535], [-0.27070, 4.38884, -1.15445], [-3.85790, -1.96930, -2.77506], [-3.23407, -1.36228, -2.37681], [-4.01373, -2.63019, -2.10038], [3.09470, 1.30344, -4.25490], [3.64405, 0.61389, -4.62766], [2.61506, 0.87216, -3.54767]],
  "forces_ev_per_angstrom": [[0.6, -0.4, -0.9], [-0.8, -0.5, -0.3], [-0.8, 2.0, 0.8], [0.6, -0.2, 0.7], [0.5, -1.3, -0.3], [0.4, -0.2, -0.6], [-0.1, 0.5, -0.5], [-0.5, 0.3, 0.4], [0.1, -0.1, 0.8], [0.0, 0.3, 0.1], [0.3, -0.1, 0.1], [-0.2, -0.1, -0.1], [0.1, -0.1, 0.2], [0.2, -0.1, 0.0], [-0.3, 0.3, -0.2], [-0.2, -0.1, -0.1], [0.2, -0.1, 0.0], [0.0, 0.2, 0.1], [-0.3, -0.1, 0.1], [0.2, 0.0, -0.3], [0.1, 0.0, 0.2], [0.2, -0.1, 0.1], [-0.1, -0.2, 0.0], [-0.1, 0.3, -0.1], [0.0, 0.3, 0.0], [-0.2, -0.2, -0.2], [0.1, -0.1, 0.2], [-0.1, -0.1, -0.3], [0.2, 0.2, 0.2], [-0.1, -0.1, 0.2], [0.0, 0.2, -0.1], [0.1, -0.1, -0.1], [-0.2, -0.1, 0.3]]
}